# 1
Below is a 11-piece molecular cluster, C42H77O36P3 overall in a non-equilibrium geometry, with properties calculated with ωB97M-V with the def2-TZVPD basis set.

XYZ file:
```
158
Properties=species:S:1:pos:R:3:mulliken_charge:R:1
C 2.130 4.057 8.061 -0.11
C -0.848 -4.400 -0.825 -0.61
H 0.171 -1.340 -0.614 0.07
O -7.193 2.918 0.000 -0.49
O 2.222 -3.260 -3.058 -0.32
H -1.849 0.391 10.760 0.33
H -1.241 -5.850 -2.422 0.32
H -0.217 1.038 10.440 0.29
C 3.038 -2.408 -5.010 -0.16
O -1.217 2.237 8.436 -0.36
O -3.599 -6.765 -2.918 -0.75
H 1.631 5.257 9.862 0.32
P -3.649 -6.859 -1.443 1.09
C 3.461 0.333 -2.417 0.31
P 6.335 1.926 -4.363 0.66
O -1.836 -0.417 0.891 -0.41
C 1.532 1.869 5.684 -0.24
O -2.196 1.100 -3.776 -0.14
H -4.946 1.689 -3.357 0.22
C 4.162 2.761 -5.603 0.50
H -1.854 -0.797 -4.363 0.12
H 8.831 -1.329 -5.415 0.31
C -1.052 0.483 10.019 -1.12
H -3.953 1.852 -1.906 -0.46
C -4.736 -4.479 -1.104 0.93
H -1.127 -4.207 0.213 0.37
H 0.070 3.576 1.264 -0.26
C 3.616 -1.104 2.551 0.49
H 0.319 2.243 3.968 0.30
H -0.970 4.225 -0.780 0.15
H -3.723 -4.167 -1.366 -0.23
H -5.702 -2.185 1.090 -0.16
H -5.605 -8.569 -3.133 0.27
H 3.222 4.682 9.732 0.32
H 3.099 -2.657 -6.065 0.39
H -0.386 -6.447 -1.189 0.47
H -5.040 -3.889 -0.241 -0.09
H 3.594 2.140 -4.906 -0.30
O -4.745 -5.895 -0.809 -0.36
O 5.545 2.343 -5.686 -0.25
H -3.926 4.095 -2.091 0.00
H 1.688 -1.250 4.921 0.09
O -2.284 -6.499 -0.698 -0.38
O 6.777 3.065 -3.545 -0.77
O -1.331 -0.054 -1.236 0.20
C 3.648 -2.167 4.552 -0.46
C -2.311 -0.397 -0.370 0.25
H 4.258 3.766 -5.193 0.37
H 0.152 -0.126 -5.578 -0.04
H -4.891 0.490 0.929 -0.48
C -0.610 0.637 -5.404 -0.03
O 5.414 0.846 -3.615 -0.01
H -1.401 -3.668 -1.423 -0.01
O 4.026 -0.553 1.573 -0.50
H 1.615 -2.777 4.145 0.32
C 3.451 2.610 -6.934 -1.26
P -0.132 2.859 7.449 0.79
H 2.742 -4.540 -4.738 0.31
H 5.342 1.175 -1.580 0.42
O -5.825 4.027 -1.402 -0.38
H -6.354 -8.546 -1.540 0.26
H 7.288 0.876 -6.976 0.31
O -0.188 1.713 -4.568 -0.33
O -7.977 0.124 3.704 -0.58
H 2.905 0.219 -3.355 -0.01
H 0.203 -4.146 -0.940 0.45
H -0.902 0.199 7.891 0.11
H 5.021 4.928 2.351 0.35
C -0.100 -0.279 -0.575 0.19
H -5.727 -3.109 -2.223 0.28
C -0.828 4.138 1.522 0.31
O 0.339 -2.076 -2.906 -0.30
H 4.153 5.824 0.258 0.31
O 0.991 3.324 8.515 -0.31
H 1.643 2.953 5.605 0.36
O 0.485 1.618 6.632 -0.17
C -1.483 4.495 0.136 -0.50
C 8.790 -0.547 -6.168 -1.33
H 2.614 0.604 -1.783 -0.57
H -4.401 -10.221 -0.976 0.34
H -6.347 -0.181 0.112 0.18
C -5.772 -9.161 -2.228 -1.02
H 4.010 -3.767 -3.684 0.35
H 3.666 -0.705 -2.123 0.45
H 2.806 1.732 -6.960 0.23
H -6.329 -10.040 -2.540 0.37
C 7.526 0.282 -6.099 0.18
H -6.744 -4.460 -1.975 0.33
H 2.416 1.344 6.037 0.26
H -1.663 5.572 0.099 0.36
C -4.882 3.679 -2.413 -0.18
H 3.922 -3.220 4.486 0.27
C 3.026 -3.672 -4.147 -0.59
O -2.778 3.921 0.292 -0.21
C 1.114 1.548 4.246 -0.92
C -0.466 -0.059 0.874 0.92
H 2.979 3.475 7.698 0.34
C 2.193 -1.854 4.170 -0.05
H 2.848 6.046 8.744 0.33
H 0.755 0.525 4.139 -0.01
C 2.417 5.124 9.127 -1.22
H -0.656 1.027 -6.429 0.31
H 9.723 0.020 -6.107 0.34
H -0.612 5.090 2.001 0.46
H -0.685 -0.554 10.086 0.35
H 0.790 0.238 -0.916 -0.33
H 3.845 -1.733 -4.725 0.07
H 2.845 6.301 1.497 0.32
H 3.312 4.683 2.928 0.14
O -6.789 0.691 1.901 -0.35
H 2.755 3.434 -7.114 0.34
H -5.424 -4.612 -3.195 0.34
H -5.137 4.167 -3.356 0.29
C -1.441 0.829 8.600 0.02
O 2.321 -1.261 2.870 0.00
C -7.203 -0.175 2.847 0.51
O 3.938 3.361 1.525 -0.30
C 3.999 4.685 2.080 -0.30
H 6.768 -0.495 -5.953 0.06
C -1.937 0.175 -4.850 -0.12
C -1.095 1.892 -3.603 0.56
H 3.855 -1.841 5.570 0.31
C -1.243 -5.768 -1.331 -0.71
O 2.299 2.331 0.337 -0.19
H -3.684 -9.515 -2.488 0.26
H -4.615 -1.414 2.158 0.11
O 4.405 -1.495 3.561 -0.39
C -5.635 -1.333 1.769 0.43
O -0.681 3.932 6.623 -0.68
O -5.930 1.812 -1.503 -0.28
O 1.764 -1.820 -4.651 -0.27
C -6.459 2.899 -0.929 0.59
C 1.369 -2.292 -3.465 0.43
C -5.715 -4.210 -2.230 -1.22
O -6.675 -1.414 2.732 -0.39
H -0.368 0.991 1.189 -0.51
H 4.280 2.223 -2.529 0.41
O 2.461 4.576 0.452 -0.30
H -2.755 0.317 -5.554 0.29
H 4.102 2.619 -7.808 0.36
H 8.863 -0.982 -7.169 0.39
C -2.845 3.096 1.330 0.48
O -3.451 -0.557 -0.666 -0.46
O -0.996 2.711 -2.741 -0.51
H 0.098 -0.577 1.648 -0.16
O -3.940 -8.290 -0.820 -0.37
C -4.877 2.175 -2.387 0.70
O 7.580 1.111 -4.920 -0.32
C -4.370 -9.370 -1.655 -0.23
C 3.395 5.521 0.976 -0.42
O -3.592 2.187 1.458 -0.52
C -5.838 -0.008 1.059 0.72
C 2.865 3.294 0.734 0.50
C 4.675 1.204 -2.438 -0.72
H 1.862 4.610 7.148 0.27
H 1.884 1.689 3.484 0.34
H -2.492 0.635 8.379 0.32
O -1.778 3.335 2.167 -0.32
```

Results
- structure (SMILES) = CCOP(=O)(OCC)OCC.CCOP(=O)(OCC)OCC.CCOP(=O)(OCC)OCC.O=C1OCCO1.O=C1OCCO1.O=C1OCCO1.O=C1OCCO1.O=C1OCCO1.O=C1OCCO1.O=C1OCCO1.O=C1OCCO1
- 2S+1 = 1
- HOMO energy (eV) = -9.60


# 2
Below is C42H79Br24NO7S as an isolated structure in a non-equilibrium geometry, with properties calculated with ωB97M-V with the def2-TZVPD basis set.

XYZ file:
```
154
Properties=species:S:1:pos:R:3:mulliken_charge:R:1
H 7.022 -8.035 1.138 0.36
C 3.278 1.882 -3.540 0.46
O -9.107 -4.713 -1.259 -0.55
C 3.895 2.606 -4.705 -0.63
C -2.070 -0.856 -1.262 0.24
H 5.320 -6.471 -4.918 0.40
Br -9.450 0.314 -2.327 -0.13
Br 6.914 -8.066 -3.911 -0.16
C -0.056 8.903 1.475 -0.32
C 6.300 5.436 0.647 -0.69
Br 4.169 7.258 0.093 -0.15
Br 4.587 0.947 -2.434 -0.13
C -0.134 7.667 2.325 0.07
H 1.497 3.905 -1.698 0.01
C -5.122 -5.037 1.002 -0.18
Br 7.400 -5.754 1.984 -0.15
H -1.267 0.595 -2.593 0.71
Br 0.085 8.007 -3.053 -0.14
C 2.188 -5.527 0.155 -0.08
H -0.680 5.175 0.047 0.09
C -10.202 0.344 -0.534 -0.52
C -2.358 9.057 -2.003 -0.57
C -7.814 -3.713 0.470 -0.86
C -1.774 8.533 -3.284 -0.65
H 1.940 6.725 6.308 0.28
H 0.719 7.663 8.392 0.35
Br -1.362 3.287 -1.435 -0.13
H 0.774 8.879 0.777 0.34
Br 3.954 -8.035 -1.701 -0.21
H -0.477 6.824 1.733 -0.21
H 5.364 -6.092 -2.356 0.40
C 9.213 1.073 -0.194 -0.62
H 2.607 1.104 -3.895 0.36
S -4.631 -2.693 2.885 1.29
C 8.263 1.179 -6.688 -0.59
Br -7.765 0.714 0.913 -0.02
C 8.314 2.630 -7.081 -0.58
H -4.332 0.256 1.049 0.36
H -10.126 -0.666 -0.147 0.24
C -3.254 -6.455 2.089 -0.06
C 4.622 -6.657 -2.908 -0.45
Br 0.160 10.509 2.552 -0.14
Br 4.778 4.245 -4.153 -0.10
H 3.121 2.914 -5.404 0.39
Br -2.766 7.617 -0.759 -0.14
H -0.460 5.583 -1.663 -0.19
C -9.510 1.352 0.343 -0.59
H 0.811 -2.540 -1.832 0.43
H -8.791 -3.270 0.530 0.46
H -2.780 -1.276 -1.949 0.29
H 2.662 -6.306 -0.406 -0.40
H 9.075 2.794 -7.840 0.36
H 1.561 -0.823 0.166 0.62
H -5.688 -0.638 -0.470 0.95
H -1.691 9.740 -1.489 0.37
Br 6.641 3.207 -7.891 -0.15
Br 4.201 -6.871 3.451 -0.14
Br 0.721 4.569 6.138 -0.11
C 5.088 -7.430 1.811 -0.32
H -7.304 -1.792 -0.203 0.15
C -3.828 -0.502 0.479 -0.90
H -7.520 -4.001 1.459 0.37
Br -5.141 -6.842 8.355 -0.16
H 1.164 -0.137 -2.093 0.32
H -4.014 -4.659 7.963 0.42
H -0.397 6.292 8.243 0.37
C 1.403 6.142 7.049 -0.54
Br -2.133 -6.198 6.300 -0.15
H 6.997 5.016 1.367 0.38
H 4.792 -6.729 1.040 0.08
H 1.185 -5.793 0.435 0.30
H 8.549 0.218 -0.087 0.37
H -0.241 -2.976 -0.513 -0.02
H 8.495 3.285 -6.236 0.36
C 2.116 -4.317 -0.699 0.79
H -2.810 -4.281 -0.175 0.38
H -3.248 -1.067 1.183 0.40
H 4.522 -8.020 -4.587 0.38
Br 7.207 0.926 -5.077 -0.10
H 2.102 5.765 7.792 0.36
H 5.588 6.870 2.075 0.42
Br 10.913 0.345 -0.803 -0.16
H -0.986 9.041 0.933 0.07
H -9.350 2.302 -0.153 0.37
C 5.187 6.171 1.345 -0.60
H 4.481 5.506 1.831 0.32
C 8.650 2.050 -1.182 0.14
O -5.142 -3.668 3.750 -0.62
C 5.166 -7.250 -4.177 -0.66
H -6.612 -3.003 -1.191 0.57
O 1.698 -3.224 -0.062 -0.40
H -1.768 -1.666 -0.622 -0.17
H 7.824 0.553 -7.456 0.38
H 6.866 -7.997 2.905 0.41
H -2.210 0.830 0.083 0.50
H -1.762 9.311 -4.043 0.38
H 4.637 2.013 -5.226 0.26
H -0.778 7.786 3.190 0.25
H 7.613 2.288 -0.950 -0.27
N -3.653 -3.820 -0.482 -0.16
H -3.438 0.729 -1.173 0.44
Br -0.734 7.948 6.419 -0.13
Br 9.590 3.752 -1.105 -0.14
C 0.682 -2.482 -0.767 -0.33
C 0.302 6.925 7.711 -0.58
C -8.038 -4.957 -0.365 -0.89
H 6.844 6.060 -0.053 0.38
C -4.892 -1.314 -0.233 -1.38
H 2.745 -5.296 1.046 0.21
H -10.076 1.511 1.258 0.34
H -3.917 -4.763 5.379 -0.05
H 1.770 5.399 -0.778 0.21
H 9.393 1.517 0.778 0.39
H -7.155 -5.152 -0.946 0.50
H 9.258 0.813 -6.447 0.33
C -0.288 4.828 -0.901 0.20
C -4.519 -3.635 0.648 0.93
C -5.497 -2.494 0.539 0.79
Br 1.612 7.150 2.995 -0.06
H -11.249 0.606 -0.662 0.38
H -4.551 -1.725 -1.164 0.26
H -8.871 -5.042 -2.129 0.32
H 0.418 0.932 -0.985 -0.32
C -0.936 -0.328 -2.124 -1.50
H 2.742 2.546 -2.872 -0.54
H 8.720 1.698 -2.206 0.28
H -8.224 -5.822 0.258 0.28
H -5.504 -5.542 0.134 0.40
H -4.479 -6.435 5.507 0.41
H -2.302 7.666 -3.663 0.39
Br 1.685 3.471 0.732 -0.13
Br 5.611 3.926 -0.359 -0.04
H -5.918 -4.978 1.718 0.18
C 6.577 -7.512 1.980 -0.58
C -4.645 -5.266 7.323 -0.55
H 3.767 -6.020 -3.113 0.28
O -3.972 -1.614 3.485 -0.69
O -3.675 -3.315 1.780 -0.38
O -5.742 -2.118 1.922 -0.34
H -2.430 -6.986 2.438 0.56
C 1.176 4.488 -0.842 -0.07
O 2.419 -4.331 -1.862 -0.61
C -3.976 -5.628 6.028 -0.22
H -5.578 -4.744 7.129 0.33
C -2.850 0.165 -0.461 -1.17
H -4.124 -4.393 -1.165 0.32
C -4.147 -5.887 1.582 -1.57
H -0.117 -0.929 0.506 0.31
H -3.307 9.552 -2.190 0.38
H 4.678 -8.410 1.583 0.36
C -6.824 -2.747 -0.169 -0.88
H -0.812 -1.021 -2.937 0.39
C 0.356 -0.063 -1.380 0.25
C 0.611 -1.064 -0.275 -1.00
```

Results
- 2S+1 = 1
- HOMO energy (eV) = -9.74


| no. | gap between HOMO and LUMO (eV) | E_tot (eV) | LUMO energy (eV) |
| --- | --- | --- | --- |
| 1 | 9.59 | -146385.3977 | 0.0 |
| 2 | 9.89 | -1752512.2870 | 0.1 |